No. 1
DFT (ωB97M-V/def2-TZVPD) results for a 14-piece molecular cluster, H27O14 overall.

Its highest occupied orbital energy is -0.23934 Eh. As for the net charge: -1. As for the multiplicity: 1. As for the molar mass: 251.20 g/mol. As for the energy above the lowest of the compared OMol25 structures with the same formula, charge and spin: 672.06 kJ/mol.

Last column: Mulliken charge in e.
Atoms and positions in Å:
O -0.9383 -4.4308 -1.1121  -0.615
O -2.1476 0.8549 4.1263  -0.620
O -3.9622 -2.7373 -0.2049  -0.690
O -0.6740 0.6361 1.8930  -0.803
O -1.7404 -1.2349 0.4148  -1.099
O -2.0414 2.7643 -2.3141  -0.626
O 4.2960 1.9051 -2.1765  -0.631
O 1.4448 -1.3057 0.5390  -0.596
O 2.0434 1.5750 0.0810  -0.585
O 1.1500 1.5179 -2.4539  -0.525
O 3.8378 -0.2280 2.6168  -0.566
O -3.2445 0.0668 -1.3490  -0.713
O 1.4066 -3.5330 1.4739  -0.614
O 0.4950 3.5440 -1.2418  -0.609
H 0.6319 1.0861 -1.6703  0.275
H 3.9679 0.9918 -2.0993  0.304
H 3.6038 2.3020 -1.4338  0.377
H 1.8916 2.2039 -0.7638  0.197
H 1.2263 -2.7183 1.5984  0.414
H 3.7517 -0.4423 1.7567  0.262
H -2.6493 -0.4497 -0.7893  0.409
H -1.1615 2.4435 -2.6561  0.240
H 0.6041 2.3051 -2.8155  0.272
H -0.3561 4.1268 -1.1913  0.315
H -2.4791 1.8584 -2.3978  0.311
H 0.6861 -3.7017 0.7485  0.173
H -1.6510 0.0883 4.3678  0.280
H -1.0337 1.4131 1.4258  0.282
H -1.7605 1.2628 3.3612  0.357
H -0.9422 -0.2641 1.3048  0.434
H -1.1238 -1.2392 -0.1378  0.226
H 1.0627 3.6153 -0.4127  0.325
H 1.2520 -0.4398 1.0344  0.110
H 3.0380 0.0008 2.8891  0.294
H -0.5637 -3.5675 -0.6034  0.388
H -4.1583 -2.3623 -1.1261  0.289
H 1.3017 0.8501 -0.0607  0.448
H -3.8500 0.2831 -0.5970  0.319
H 2.4612 -1.5013 0.4922  0.284
H -3.0669 -2.4082 0.1364  0.410
H -0.6082 -5.1308 -0.6525  0.297

=====

No. 2
DFT (ωB97M-V/def2-TZVPD) results for one molecule with the formula C4H8N2S.

Its highest occupied orbital energy is -0.33803 Eh. As for the net charge: 0. As for the multiplicity: 1. Its SMILES is SC[C@@H]1CC=NN1. As for the molar mass: 116.19 g/mol. As for the energy above the lowest of the compared OMol25 structures with the same formula, charge and spin: 396.98 kJ/mol.

Last column: Mulliken charge in e.
Atoms and positions in Å:
S 0.7695 -0.0420 2.7354  -0.215
N -0.6659 -0.0582 -2.2607  -0.469
N -0.8319 -0.9025 -0.9645  -0.343
C 0.2802 -0.2052 -0.0724  0.244
C 0.0591 -0.9611 1.1860  -0.953
C -0.3395 1.1232 -1.7465  -0.085
C -0.2606 1.1707 -0.1499  -0.411
H 0.4628 2.0948 0.0802  0.249
H -0.0108 2.0230 -2.5675  0.272
H 1.2939 -0.1047 -0.3970  0.320
H 0.4284 -2.0358 1.2340  0.383
H -1.3200 1.2799 0.1715  0.285
H 1.8490 -0.8364 2.6535  0.121
H -1.0711 -0.7016 1.3134  0.334
H -0.6430 -1.8442 -1.2154  0.269

=====

No. 3
DFT (ωB97M-V/def2-TZVPD) results for C6H11N as an isolated structure.

Its highest occupied orbital energy (spin up / spin down) is -0.28176 / -0.28187 Eh. As for the net charge: 0. As for the multiplicity: 1. As for the molar mass: 97.16 g/mol. As for the energy above the lowest of the compared OMol25 structures with the same formula, charge and spin: 633.84 kJ/mol.

Last column: Mulliken charge in e.
Atoms and positions in Å:
N 0.6375 1.2679 -1.5609  -0.823
C -0.6216 -1.6094 0.5190  -1.308
C -0.3010 0.4557 -1.0106  0.090
C -1.9959 1.7260 0.8398  0.313
C -1.2086 1.0823 0.1964  -0.860
C 0.0828 -0.3342 0.1913  0.713
C 1.2364 0.0870 1.0413  -1.312
H 0.2448 1.7635 -2.3590  0.170
H -0.8918 -1.6352 1.5779  0.332
H 1.7010 -1.0509 -1.4792  -0.004
H 2.0190 -0.6739 0.9929  0.413
H -1.0092 -0.1011 -1.6449  0.340
H 0.9164 0.1749 2.0822  0.369
H -2.6704 2.3108 1.4108  0.464
H 1.6498 1.0302 0.6914  0.345
H 0.0520 -2.4486 0.3277  0.367
H 1.6799 -0.2957 -1.7367  0.033
H -1.5213 -1.7494 -0.0794  0.358

=====

No. 4
DFT (ωB97M-V/def2-TZVPD) results for C29H35ClN2O4V as an isolated structure.

Its highest occupied orbital energy (spin up / spin down) is -0.52131 / -0.52129 Eh. As for the net charge: +2. Its expectation value of S² is 0.784. As for the multiplicity: 2. As for the molar mass: 562.01 g/mol. As for the energy above the lowest of the compared OMol25 structures with the same formula, charge and spin: 0.00 kJ/mol.

Last column: Mulliken charge in e.
Atoms and positions in Å:
V 0.1610 -0.2408 -0.2280  0.949
Cl -6.0682 -3.0335 1.5224  -0.142
O -0.7020 0.2660 1.3940  -0.459
O 1.5642 -0.8646 0.3412  -0.397
O -0.2895 5.8653 -2.4322  -0.626
O -1.3426 -0.6000 -0.9464  -0.648
N -1.6430 5.4230 -0.6900  0.093
N 0.5594 1.4695 -1.1564  0.084
C -0.0218 2.6547 -0.8450  0.025
C 0.8676 2.1652 -3.4036  -1.104
C 1.7847 -3.1511 0.9350  0.669
C -2.4667 -1.1728 -0.4156  0.524
C -1.0156 7.7769 -0.0915  -1.013
C 3.9359 -3.9614 1.6331  -1.656
C -3.8461 -1.5345 1.5598  -1.005
C -1.6209 4.6487 1.7005  -1.161
C 2.3839 -1.9007 0.7966  0.815
C 5.6202 -0.2146 0.2010  -1.568
C 0.3040 -3.3699 0.6806  2.984
C 4.4827 0.3681 2.3834  -1.382
C -0.7175 5.0786 -1.6081  0.397
C -2.7072 -0.9728 0.9588  0.744
C 1.0144 1.2402 -2.4045  -0.007
C -4.6944 -2.3026 0.8066  0.005
C 4.2995 -0.2238 0.9786  0.697
C 2.5943 -4.1878 1.3595  -0.605
C -1.8308 -0.1898 1.7543  0.061
C -2.2632 4.5624 0.3170  -0.906
C 3.7145 -1.6206 1.0805  0.219
C -2.0513 6.8461 -0.7032  -0.744
C -4.4379 -2.4886 -0.5563  -0.430
C -0.4432 -3.6293 1.9881  -1.479
C -0.1858 3.6465 -1.7861  0.136
C 0.0429 -4.4656 -0.3491  -1.684
C 4.4822 -2.6952 1.5040  -0.398
C 0.2662 3.3741 -3.0830  -0.288
C -3.3322 -1.9188 -1.1731  -0.640
H 5.5308 -0.7267 -0.7588  0.377
H -4.0431 -1.3776 2.6151  0.481
H -2.0749 3.9263 2.3853  0.387
H 5.9347 0.8124 0.0134  0.448
H 0.3836 -5.4302 0.0307  0.403
H -5.1243 -3.0912 -1.1387  0.482
H 1.5132 0.2918 -2.5815  0.459
H -1.3820 8.8026 -0.1428  0.388
H 5.0871 -0.2959 3.0032  0.367
H -1.0254 -4.5519 -0.5561  0.431
H -0.1244 -2.4428 0.2521  -1.684
H -0.3306 -2.7994 2.6901  0.315
H -0.2949 2.7682 0.1864  0.476
H 0.1449 4.1525 -3.8254  0.561
H 2.1790 -5.1812 1.4892  0.464
H 4.9938 1.3306 2.3250  0.421
H -0.0443 -4.5214 2.4723  0.443
H -1.5068 -3.7970 1.8016  0.355
H 6.4170 -0.6991 0.7690  0.343
H 1.2396 1.9634 -4.3981  0.479
H -2.2376 7.1287 -1.7351  0.433
H -3.3006 4.8797 0.3979  0.332
H 3.5255 0.5189 2.8875  0.332
H -1.7690 5.6399 2.1270  0.396
H -0.5431 4.4782 1.6679  0.325
H -0.8266 7.5393 0.9572  0.255
H 3.5906 0.4050 0.4425  -0.121
H -2.3037 3.5414 -0.0595  0.602
H 0.5664 -4.2722 -1.2854  0.408
H -3.1456 -2.0520 -2.2314  0.525
H -0.0779 7.7259 -0.6431  0.314
H 4.5607 -4.7853 1.9533  0.414
H -2.9920 6.9054 -0.1586  0.379
H 5.5281 -2.5370 1.7380  0.422
H -2.1402 0.0526 2.7696  0.527